#w
Density functional theory data (the ωB97M-V functional and the def2-TZVPD basis) for the molecule C5H6N2O3.

```
16
C5H6N2O3 (the ωB97M-V functional and the def2-TZVPD basis)
O -1.254 3.053 -0.155
C -0.178 2.601 0.130
C -0.019 1.132 0.104
N 1.126 0.671 0.449
O 1.971 1.365 0.952
O 1.508 -0.575 -0.040
C 0.909 -1.803 0.377
C -0.467 -1.911 -0.072
C -1.193 -0.947 -0.647
N -1.024 0.425 -0.541
H 0.577 3.354 0.364
H 1.583 -2.669 0.033
H 0.985 -1.760 1.432
H -1.000 -2.799 -0.213
H -2.023 -1.307 -1.171
H -1.503 1.171 -1.004
```

Output
SMILES: O=CC1=[N+]([O-])OCC=CN1
Kohn-Sham gap (spin up / spin down): 7.847 / 7.847 eV

#x
Density functional theory data (the ωB97M-V functional and the def2-TZVPD basis) for the molecule C5H6N2O3.

```
16
C5H6N2O3 (the ωB97M-V functional and the def2-TZVPD basis)
H 2.443 -0.410 -1.419
N 2.615 0.183 -0.611
C 1.600 0.261 0.169
O 1.753 1.154 1.136
C 0.171 0.060 -0.203
N -0.283 -1.043 -1.051
C -0.669 -1.032 0.350
C -2.044 -0.448 0.570
O -1.995 0.869 -0.010
C -0.762 1.239 -0.369
O -0.512 2.329 -0.807
H 2.587 1.683 0.723
H 0.469 -1.709 -1.217
H -0.265 -1.775 1.038
H -2.275 -0.349 1.637
H -2.835 -1.014 0.064
```

Output
SMILES: [H]/N=C(/O)[C@@]12N[C@@H]1COC2=O
Kohn-Sham gap: 10.514 eV

#y
Density functional theory data (the ωB97M-V functional and the def2-TZVPD basis) for the molecule C5H6N2O3.

```
16
C5H6N2O3 (the ωB97M-V functional and the def2-TZVPD basis)
C -0.889 0.146 0.225
C 0.099 1.155 0.015
C -0.167 -1.136 0.052
C -0.186 2.569 -0.081
C -0.678 -2.480 0.082
N 1.301 0.623 -0.008
N 1.161 -0.881 -0.171
O 2.437 1.035 0.091
O 2.201 -1.498 -0.405
O -2.103 0.259 0.424
H -0.740 3.017 0.708
H -0.698 2.778 -1.015
H 0.831 2.940 -0.184
H -1.655 -2.451 0.672
H -0.039 -3.283 0.561
H -0.875 -2.794 -0.965
```

Output
Kohn-Sham gap (spin up / spin down): 7.358 / 7.336 eV

Most stable pick: #x. Distance to second place: 84.2 kcal/mol.

#w
Density functional theory data (the ωB97M-V functional and the def2-TZVPD basis) for a cluster of 2 separate species, CH2N2O2S in total.

```
8
CH2N2O2S (the ωB97M-V functional and the def2-TZVPD basis)
N 1.681 -1.799 0.466
C 1.651 -0.687 0.041
S 1.927 0.646 -0.630
H 1.148 -2.685 0.837
O -1.859 -0.356 0.173
N -1.332 0.540 -0.411
O -1.759 1.776 0.068
H -1.458 2.565 -0.544
```

Output
SMILES: N=C=S.O=NO
Kohn-Sham gap: 9.712 eV

#x
Density functional theory data (the ωB97M-V functional and the def2-TZVPD basis) for a structure of composition CH2N2O2S.

```
8
CH2N2O2S (the ωB97M-V functional and the def2-TZVPD basis)
C 0.961 0.218 -0.068
N 0.787 -1.020 0.151
N 0.592 -2.117 0.040
O -1.765 -0.164 1.025
O -1.606 0.750 -1.077
S -1.205 0.905 0.311
H 1.455 0.836 0.650
H 0.781 0.591 -1.031
```

Output
Kohn-Sham gap: 9.050 eV

Most stable pick: #x. Distance to second place: 15.5 kcal/mol.

#w
Density functional theory data (the ωB97M-V functional and the def2-TZVPD basis) for the molecule C21H22N2O3S.

```
49
C21H22N2O3S (the ωB97M-V functional and the def2-TZVPD basis)
C 2.875 2.128 -0.054
O 3.227 0.802 0.254
C 2.656 -0.147 -0.616
C 2.932 -1.543 -0.040
C 4.427 -1.839 -0.001
N 2.377 -1.594 1.297
C 1.354 -2.388 1.645
O 0.901 -3.268 0.945
C 0.795 -2.123 3.043
S 0.606 -0.340 3.396
C -0.174 0.122 1.916
N -0.201 1.305 1.396
C -0.873 1.158 0.204
C -0.994 2.289 -0.704
C -1.089 3.575 -0.178
C -1.171 4.667 -1.021
C -1.148 4.489 -2.395
C -1.031 3.213 -2.923
C -0.950 2.116 -2.087
C -1.242 -0.164 0.074
C -1.977 -0.933 -0.912
C -2.977 -0.341 -1.684
C -3.672 -1.096 -2.608
C -3.387 -2.443 -2.768
C -2.405 -3.038 -1.992
C -1.703 -2.293 -1.064
O -0.786 -0.819 1.185
H 3.418 2.759 0.646
H 1.799 2.291 0.070
H 3.160 2.386 -1.080
H 3.087 -0.059 -1.625
H 1.570 0.017 -0.699
H 2.405 -2.297 -0.633
H 4.827 -1.868 -1.011
H 4.938 -1.060 0.558
H 4.605 -2.800 0.475
H 2.663 -0.835 1.901
H 1.478 -2.499 3.805
H -0.170 -2.620 3.142
H -1.095 3.699 0.894
H -1.252 5.661 -0.606
H -1.215 5.343 -3.053
H -0.998 3.073 -3.994
H -0.841 1.125 -2.501
H -3.212 0.704 -1.545
H -4.447 -0.633 -3.202
H -3.934 -3.029 -3.492
H -2.184 -4.088 -2.108
H -0.936 -2.756 -0.460
```

Output
SMILES: COC[C@@H](C)NC(=O)CSc1nc(-c2ccccc2)c(-c2ccccc2)o1
Kohn-Sham gap: 8.261 eV

#x
Density functional theory data (the ωB97M-V functional and the def2-TZVPD basis) for the molecule C21H22N2O3S.

```
49
C21H22N2O3S (the ωB97M-V functional and the def2-TZVPD basis)
C 2.141 4.800 5.572
C 1.912 3.699 4.583
C 2.982 3.046 3.984
C 2.773 2.015 3.086
C 1.479 1.623 2.770
N 1.256 0.574 1.851
C 0.707 -0.651 2.168
C 0.346 -1.007 3.567
C 0.621 -1.384 1.024
C 1.124 -0.579 -0.037
C 1.205 -0.939 -1.430
O 1.918 -0.425 -2.271
N 0.390 -2.018 -1.777
S -1.225 -2.214 -1.302
O -1.667 -1.026 -0.641
O -1.355 -3.468 -0.622
C -1.991 -2.330 -2.910
C -2.278 -1.163 -3.593
C -2.838 -1.242 -4.855
C -3.110 -2.479 -5.436
C -3.733 -2.550 -6.795
C -2.813 -3.638 -4.727
C -2.251 -3.568 -3.463
C 1.528 0.626 0.521
C 2.090 1.831 -0.137
C 0.401 2.269 3.362
C 0.622 3.296 4.260
H 2.116 4.400 6.586
H 1.365 5.559 5.494
H 3.110 5.268 5.418
H 3.992 3.345 4.224
H 3.610 1.506 2.633
H 0.170 -2.077 3.629
H -0.562 -0.493 3.884
H 1.146 -0.734 4.256
H 0.248 -2.383 0.931
H 0.560 -2.362 -2.712
H -2.066 -0.217 -3.121
H -3.067 -0.338 -5.399
H -3.604 -3.535 -7.234
H -3.298 -1.806 -7.459
H -4.801 -2.346 -6.722
H -3.023 -4.601 -5.167
H -2.019 -4.452 -2.891
H 3.131 1.984 0.149
H 1.529 2.723 0.145
H 2.050 1.694 -1.213
H -0.603 1.970 3.104
H -0.221 3.796 4.715
```

Output
SMILES: Cc1ccc(-n2c(C)cc(C(=O)NS(=O)(=O)c3ccc(C)cc3)c2C)cc1
Kohn-Sham gap: 8.492 eV

Most stable pick: #w. Distance to second place: 1.8 kcal/mol.

#w
Density functional theory data (the ωB97M-V functional and the def2-TZVPD basis) for a cluster of 2 separate species, C4H10NS2 in total.

```
17
C4H10NS2 (the ωB97M-V functional and the def2-TZVPD basis)
C 1.844 1.165 1.028
C -2.230 0.629 -0.609
C 1.863 -0.141 0.831
C -1.568 -0.431 0.090
N -1.139 -1.491 -0.554
S 1.930 2.591 -0.097
S 1.954 -1.210 -0.648
H -1.521 1.353 -1.016
H -2.949 1.290 -0.141
H -2.775 0.179 -1.349
H 1.590 -0.682 1.796
H -0.834 -2.313 0.199
H -1.415 -0.406 1.221
H -1.276 -1.684 -1.494
H 1.951 1.506 2.019
H 2.396 2.024 -1.210
H 2.178 -2.379 -0.067
```

Output
Total charge: +1
Kohn-Sham gap: 6.985 eV

#x
Density functional theory data (the ωB97M-V functional and the def2-TZVPD basis) for a cluster of 2 separate species, C4H10NS2 in total.

```
17
C4H10NS2 (the ωB97M-V functional and the def2-TZVPD basis)
C 0.449 -0.788 0.083
C 1.337 1.541 -0.809
C -1.734 0.098 0.380
C 1.509 0.033 -0.527
N -2.584 -0.854 0.333
S 0.407 -2.452 -0.475
S 2.146 -0.266 1.220
H 1.192 1.758 -1.804
H 2.330 1.968 -0.527
H 0.607 2.029 -0.164
H -1.339 0.509 1.269
H -1.534 0.676 -0.429
H 2.045 -0.600 -1.260
H -3.103 -1.041 -0.509
H -3.044 -1.166 1.132
H -0.717 -2.522 0.439
H 2.031 1.076 1.648
```

Output
Total charge: +1
Kohn-Sham gap: 8.717 eV

Most stable pick: #w. Distance to second place: 30.7 kcal/mol.

#w
Density functional theory data (the ωB97M-V functional and the def2-TZVPD basis) for a cluster of 22 separate species, C9H60NO22 in total.

```
92
C9H60NO22 (the ωB97M-V functional and the def2-TZVPD basis)
C -1.378 0.441 -1.886
C -0.755 0.880 -0.534
C -1.749 1.821 0.099
C -1.611 1.993 1.610
C -1.572 0.608 2.286
C -0.395 -0.227 1.753
N -0.545 -0.300 0.290
O 0.301 -1.274 -0.279
C -0.523 -1.603 2.415
C 0.906 0.415 2.307
C 0.552 1.582 -0.917
H -0.639 -0.160 -2.431
H -1.502 1.297 -2.549
H -2.218 -0.230 -1.723
H -2.794 1.590 -0.118
H -1.523 2.830 -0.272
H -2.501 2.507 1.976
H -0.698 2.549 1.820
H -2.536 0.141 2.074
H -1.463 0.805 3.355
H -1.307 -2.115 1.845
H -0.876 -1.529 3.441
H 0.417 -2.138 2.301
H 0.712 0.650 3.357
H 1.097 1.369 1.812
H 1.782 -0.223 2.209
H 1.026 2.102 -0.075
H 0.523 2.291 -1.727
H 1.243 0.782 -1.183
O 3.339 -0.354 -0.469
H 3.498 -1.303 -0.354
H 2.373 -0.288 -0.449
O 2.229 -2.093 -2.307
H 1.562 -1.815 -1.613
H 2.104 -1.573 -3.139
O 4.766 0.722 1.639
H 4.415 0.371 0.782
H 4.126 1.410 1.883
O 1.144 -0.481 5.601
H 1.605 -1.085 5.007
H 1.646 -0.513 6.425
O -0.459 -4.102 -0.733
H -1.326 -4.174 -0.323
H -0.281 -3.136 -0.769
O 2.143 -0.521 -4.819
H 2.429 -0.757 -5.708
H 1.455 0.162 -4.992
O -3.146 -0.327 -4.595
H -4.095 -0.325 -4.452
H -2.761 -0.575 -3.741
O -0.324 -3.057 -4.365
H -0.056 -2.199 -4.012
H -0.005 -3.057 -5.273
O 0.386 2.194 5.529
H 0.483 1.217 5.530
H -0.504 2.355 5.201
O -3.107 3.513 -2.782
H -3.534 2.694 -2.442
H -3.781 3.955 -3.308
O -0.112 -5.356 2.267
H 0.753 -5.736 2.091
H -0.123 -4.510 1.789
O 1.015 1.978 -5.416
H 0.488 2.597 -4.900
H 1.740 2.511 -5.762
O 3.127 -3.030 0.515
H 3.136 -3.987 0.583
H 2.240 -2.806 0.136
O -0.396 -3.436 5.715
H -1.022 -3.560 4.981
H 0.401 -3.116 5.285
O 4.330 0.304 -3.104
H 4.241 -0.098 -2.222
H 3.463 0.142 -3.532
O 1.704 4.821 0.301
H 2.618 5.053 0.092
H 1.497 4.085 -0.294
O -0.562 4.537 -2.600
H -0.976 5.393 -2.467
H -1.314 3.905 -2.633
O -2.346 -3.932 3.645
H -1.966 -4.613 3.069
H -3.055 -3.539 3.124
O -4.488 1.193 -2.078
H -5.250 1.492 -1.560
H -4.868 0.691 -2.805
O -3.910 -1.246 0.196
H -3.368 -2.033 0.319
H -3.306 -0.613 -0.209
O 3.055 3.000 2.362
H 2.428 3.440 1.766
H 2.532 2.760 3.139
```

Output
Total charge: -1
Kohn-Sham gap: 5.189 eV

#x
Density functional theory data (the ωB97M-V functional and the def2-TZVPD basis) for a cluster of 22 separate species, C9H60NO22 in total.

```
92
C9H60NO22 (the ωB97M-V functional and the def2-TZVPD basis)
C -0.036 0.116 3.257
C 0.036 -0.395 1.817
C -1.350 -1.063 1.739
C -1.793 -1.437 0.293
C -1.628 -0.325 -0.683
C -0.260 0.458 -0.652
N 0.055 0.680 0.801
O 1.027 1.756 1.067
C -0.593 1.913 -1.365
C 0.889 -0.393 -1.320
C 1.201 -1.457 1.648
H 0.054 -0.687 3.989
H -1.000 0.586 3.454
H 0.821 0.772 3.407
H -2.196 -0.565 2.214
H -1.231 -2.002 2.280
H -2.685 -2.062 0.324
H -0.949 -2.078 0.036
H -2.333 0.478 -0.473
H -2.036 -0.602 -1.655
H -1.270 1.756 -2.204
H 0.306 2.445 -1.678
H -1.088 2.573 -0.653
H 1.823 0.130 -1.115
H 0.705 -0.384 -2.394
H 1.005 -1.422 -0.981
H 1.645 -1.672 2.620
H 1.926 -1.005 0.971
H 0.798 -2.426 1.351
O 1.284 -3.167 -4.008
H 0.499 -2.674 -4.244
H 1.202 -3.992 -4.485
O -0.214 1.626 -4.692
H 0.369 1.332 -5.392
H -0.835 2.211 -5.127
O 2.293 -3.854 -1.304
H 1.736 -3.631 -2.050
H 2.841 -3.080 -1.174
O -3.253 1.155 -4.803
H -2.404 1.538 -5.023
H -3.130 0.782 -3.930
O -0.620 -1.072 -4.803
H -1.529 -1.123 -5.101
H -0.613 -0.345 -4.181
O 4.509 -2.178 3.220
H 3.945 -1.761 3.872
H 4.993 -1.454 2.823
O 3.649 2.300 2.937
H 3.959 3.197 2.815
H 2.704 2.350 2.789
O -2.762 -3.963 -2.206
H -2.445 -3.987 -3.109
H -1.968 -3.985 -1.672
O -4.415 -4.232 1.278
H -4.350 -3.643 2.029
H -3.600 -4.734 1.294
O 0.366 5.173 -2.199
H -0.151 4.529 -1.715
H 1.178 5.253 -1.700
O -2.972 4.707 0.940
H -3.635 4.032 1.082
H -2.166 4.332 1.296
O -0.406 -4.846 -0.437
H 0.445 -4.409 -0.476
H -0.468 -5.172 0.461
O -4.606 -0.076 -2.555
H -4.109 -0.272 -1.761
H -5.024 -0.904 -2.788
O 0.994 3.322 3.453
H 1.234 4.050 2.880
H 0.629 2.662 2.864
O -5.137 -2.746 -1.196
H -4.632 -3.134 -1.910
H -4.873 -3.240 -0.420
O 0.634 2.530 6.057
H -0.309 2.515 5.891
H 1.023 2.760 5.213
O -1.648 2.702 1.917
H -2.397 2.122 1.778
H -0.906 2.228 1.541
O 3.214 0.028 4.748
H 4.149 0.184 4.879
H 2.957 0.659 4.076
O 4.306 -2.161 -0.717
H 4.551 -1.444 -1.302
H 3.992 -1.727 0.076
O 2.213 4.457 -0.301
H 2.287 3.563 -0.634
H 3.086 4.663 0.030
O 4.271 2.104 -0.682
H 4.592 2.700 -0.005
H 3.630 1.554 -0.232
```

Output
Total charge: -1
Kohn-Sham gap: 5.751 eV

Most stable pick: #w. Distance to second place: 21.0 kcal/mol.

#w
Density functional theory data (the ωB97M-V functional and the def2-TZVPD basis) for the molecule C5H5F2N.

```
13
C5H5F2N (the ωB97M-V functional and the def2-TZVPD basis)
F -0.610 3.305 0.281
C -0.398 2.026 0.210
C -1.135 1.298 -0.631
C -1.056 -0.148 -0.857
C -0.245 -1.063 -0.266
N 0.901 -0.726 0.478
C 1.688 -1.670 0.759
F 2.621 -1.373 1.589
H 0.380 1.881 0.938
H -1.831 1.997 -1.142
H -1.768 -0.576 -1.413
H -0.375 -2.217 -0.483
H 1.827 -2.734 0.539
```

Output
SMILES: F/C=C/C=C\N=C\F
Kohn-Sham gap: 8.748 eV

#x
Density functional theory data (the ωB97M-V functional and the def2-TZVPD basis) for the molecule C5H5F2N.

```
13
C5H5F2N (the ωB97M-V functional and the def2-TZVPD basis)
C -1.926 1.372 0.010
C -0.702 0.789 -0.010
C -3.047 0.537 -0.112
C -2.950 -0.806 0.306
C 0.686 -1.095 -0.123
N -0.545 -0.448 -0.277
F -4.324 0.965 -0.034
F -3.689 -1.806 -0.034
H -2.023 2.439 0.273
H 0.018 1.488 0.112
H 1.538 -0.369 -0.018
H 0.732 -1.583 0.902
H 0.920 -1.820 -1.036
```

Output
Kohn-Sham gap (spin up / spin down): 7.624 / 7.449 eV

Most stable pick: #w. Distance to second place: 72.6 kcal/mol.

#w
Density functional theory data (the ωB97M-V functional and the def2-TZVPD basis) for a cluster of 2 separate species, C4H4BrClO in total.

```
11
C4H4BrClO (the ωB97M-V functional and the def2-TZVPD basis)
C -1.313 -0.597 -0.259
C 0.153 -0.350 -0.612
C 1.034 3.220 0.455
C 1.145 -0.986 0.011
O 0.032 2.998 0.923
Cl -1.704 -1.479 1.227
Br 3.050 -0.593 -0.067
H -1.998 0.209 -0.216
H -1.860 -1.272 -1.054
H 0.478 0.432 -1.382
H 0.982 -1.582 0.974
```

Output
Kohn-Sham gap: 10.451 eV

#x
Density functional theory data (the ωB97M-V functional and the def2-TZVPD basis) for the molecule C4H4BrClO.

```
11
C4H4BrClO (the ωB97M-V functional and the def2-TZVPD basis)
O 1.755 0.055 1.785
C 1.052 0.730 1.109
Cl 0.766 2.467 1.472
C 0.204 0.515 -0.043
C -0.980 -0.515 0.073
C -0.006 -1.041 -0.940
Br -0.319 -0.436 -2.759
H -0.052 1.332 -0.656
H -1.024 -1.122 0.988
H -2.001 -0.126 -0.092
H 0.605 -1.860 -0.935
```

Output
SMILES: O=C(Cl)[C@@H]1C[C@H]1Br
Kohn-Sham gap: 10.263 eV

Most stable pick: #w. Distance to second place: 6.6 kcal/mol.

#w
Density functional theory data (the ωB97M-V functional and the def2-TZVPD basis) for a structure of composition C4H5I.

```
10
C4H5I (the ωB97M-V functional and the def2-TZVPD basis)
C -0.821 0.038 -1.148
C -1.728 0.120 -0.234
C -0.365 0.590 0.063
C 1.122 -0.490 0.932
I 2.633 -0.327 -0.508
H -0.303 0.062 -2.048
H -2.782 0.197 -0.107
H -0.010 1.601 0.256
H 0.889 -1.560 0.822
H 1.367 -0.230 1.971
```

Output
Kohn-Sham gap: 9.080 eV

#x
Density functional theory data (the ωB97M-V functional and the def2-TZVPD basis) for the molecule C4H5I.

```
10
C4H5I (the ωB97M-V functional and the def2-TZVPD basis)
I -2.463 -1.581 0.638
C -1.490 0.292 0.221
C 0.196 0.055 -0.116
C 1.084 -0.742 0.712
C 1.317 -0.951 -0.586
H -1.988 0.862 -0.493
H -1.531 0.712 1.172
H 0.460 1.207 -0.249
H 1.609 -0.968 1.621
H 1.487 -1.508 -1.424
```

Output
SMILES: ICC1C=C1
Kohn-Sham gap: 9.674 eV

Most stable pick: #x. Distance to second place: 13.8 kcal/mol.

#w
Density functional theory data (the ωB97M-V functional and the def2-TZVPD basis) for a structure of composition C3H4ClN.

```
9
C3H4ClN (the ωB97M-V functional and the def2-TZVPD basis)
C -0.502 0.058 2.094
C -0.544 0.166 0.898
C -0.394 0.006 -0.536
N 0.785 0.552 -1.001
Cl 1.336 -0.026 -2.516
H -0.613 -0.092 3.118
H -1.292 0.220 -1.103
H -0.227 -1.363 -0.805
H 1.451 0.479 -0.151
```

Output
Kohn-Sham gap: 9.715 eV

#x
Density functional theory data (the ωB97M-V functional and the def2-TZVPD basis) for the molecule C3H4ClN.

```
9
C3H4ClN (the ωB97M-V functional and the def2-TZVPD basis)
C 0.894 2.079 -0.419
C 0.129 1.169 -0.148
C -0.823 -0.275 0.214
N 0.103 -1.315 -0.197
Cl 1.326 -1.681 0.975
H 1.655 2.696 -0.805
H -1.719 -0.356 -0.337
H -1.296 -0.141 1.263
H -0.269 -2.176 -0.547
```

Output
SMILES: C#CCNCl
Kohn-Sham gap: 10.272 eV

Most stable pick: #w. Distance to second place: 1.7 kcal/mol.